{
  "formula": "FHI2OP",
  "method": "ωB97M-V/def2-TZVPD",
  "species": ["O", "F", "P", "I", "I", "H"],
  "positions_angstrom": [[-1.65, 0.09, 0.55], [-0.91, 0.58, -1.63], [-1.09, 1.28, -0.22], [3.26, -1.67, 0.08], [1.85, 0.54, 0.41], [-1.46, -0.82, 0.80]],
  "charge": 1,
  "gap_ev": [6.06, 5.86],
  "homo_energy_ha": [-0.44365, -0.51486],
  "e_tot_ev": -30262.9592,
  "multiplicity": 3
}

{
  "formula": "C4H4CsO2",
  "method": "ωB97M-V/def2-TZVPD",
  "species": ["O", "C", "C", "C", "C", "O", "H", "H", "H", "Cs", "H"],
  "positions_angstrom": [[2.50, -1.12, -1.96], [1.48, -0.81, -1.40], [0.48, -0.53, -0.68], [-0.93, -0.22, -0.70], [-1.84, -0.64, 0.38], [-1.36, 0.70, 0.38], [-1.40, 0.05, -1.65], [-1.45, -1.28, 1.17], [-2.91, -0.74, 0.17], [1.35, 1.86, 1.86], [4.08, 2.73, 2.43]],
  "charge": -1,
  "gap_ev": 4.73,
  "homo_energy_ha": -0.09982,
  "e_tot_ev": -8852.2244
}

{
  "formula": "CH3ClFOP",
  "method": "ωB97M-V/def2-TZVPD",
  "species": ["C", "O", "F", "P", "Cl", "H", "H", "H"],
  "positions_angstrom": [[-0.14, 1.67, 0.56], [-0.39, -0.59, -0.99], [-1.08, -3.21, -0.20], [0.42, 0.36, -0.22], [2.19, -0.18, 0.19], [0.59, 2.39, 0.89], [-1.05, 2.05, 0.27], [-0.54, -2.48, -0.50]],
  "gap_ev": 9.86,
  "homo_energy_ha": -0.37077,
  "e_tot_ev": -27661.6875
}